# 1
{
  "formula": "C24H26BCl4CoO2PSi",
  "method": "the ωB97M-V functional and the def2-TZVPD basis",
  "elements": ["Co", "Cl", "C", "C", "C", "C", "C", "C", "P", "C", "C", "C", "C", "C", "C", "C", "C", "C", "C", "C", "C", "H", "H", "H", "H", "H", "H", "H", "H", "H", "H", "H", "H", "H", "H", "C", "C", "C", "O", "B", "O", "C", "C", "C", "H", "H", "H", "H", "H", "H", "H", "H", "H", "H", "H", "H", "Cl", "Si", "Cl", "Cl"],
  "coordinates": [[1.129, -1.848, -0.026], [3.909, -1.464, -0.715], [4.172, 0.180, -0.164], [5.455, 0.552, 0.188], [5.669, 1.846, 0.641], [4.609, 2.735, 0.747], [3.327, 2.340, 0.389], [3.089, 1.056, -0.085], [1.435, 0.485, -0.574], [1.404, 0.564, -2.382], [2.521, 0.884, -3.140], [2.426, 0.928, -4.527], [1.218, 0.653, -5.151], [0.098, 0.328, -4.392], [0.191, 0.279, -3.012], [0.310, 1.770, 0.011], [-0.252, 2.717, -0.837], [-1.037, 3.736, -0.307], [-1.253, 3.813, 1.061], [-0.692, 2.866, 1.911], [0.081, 1.845, 1.386], [6.268, -0.158, 0.109], [6.670, 2.155, 0.916], [4.778, 3.741, 1.109], [2.505, 3.042, 0.473], [3.467, 1.107, -2.661], [3.298, 1.180, -5.118], [1.146, 0.693, -6.232], [-0.844, 0.108, -4.879], [-0.681, 0.017, -2.420], [-0.082, 2.670, -1.906], [-1.473, 4.474, -0.968], [-1.858, 4.614, 1.469], [-0.859, 2.925, 2.980], [0.505, 1.097, 2.047], [-3.375, -0.162, 2.363], [-2.936, -1.057, 1.225], [-3.686, -0.705, -0.046], [-1.516, -0.753, 0.952], [-0.881, -1.939, 0.837], [-1.600, -3.048, 1.093], [-2.923, -2.602, 1.562], [-3.961, -3.412, 0.819], [-2.970, -2.908, 3.045], [-3.287, 0.879, 2.048], [-2.762, -0.304, 3.253], [-4.419, -0.355, 2.620], [-3.522, 0.351, -0.267], [-4.759, -0.868, 0.072], [-3.333, -1.293, -0.894], [-3.816, -3.359, -0.258], [-4.966, -3.057, 1.058], [-3.888, -4.456, 1.122], [-2.156, -2.416, 3.580], [-2.866, -3.984, 3.184], [-3.919, -2.593, 3.483], [0.816, -3.005, -1.764], [1.916, -3.534, 1.433], [0.879, -4.524, 2.848], [3.283, -4.830, 0.690]],
  "atomic_forces_ev_per_a": [[0.1, 1.0, -0.5], [0.1, 0.1, 0.0], [-0.1, -0.1, 0.1], [0.0, 0.0, 0.0], [0.0, 0.0, 0.0], [0.0, 0.0, 0.0], [0.1, 0.2, 0.0], [0.0, -0.2, 0.0], [0.2, 0.1, -0.1], [-0.1, 0.0, 0.1], [0.1, 0.1, -0.1], [0.0, 0.0, 0.0], [0.0, 0.0, 0.0], [0.0, 0.0, 0.0], [0.0, -0.1, -0.1], [0.1, -0.1, 0.2], [-0.1, 0.1, 0.0], [0.0, 0.0, 0.0], [0.0, 0.0, 0.0], [0.0, 0.0, 0.0], [0.0, 0.0, 0.0], [0.0, 0.0, 0.0], [0.0, 0.0, 0.0], [0.0, 0.0, 0.0], [0.0, 0.0, 0.0], [0.0, 0.0, 0.0], [0.0, 0.0, 0.0], [0.0, 0.0, 0.1], [0.0, 0.0, 0.0], [0.0, 0.0, 0.0], [0.0, 0.0, 0.1], [0.0, 0.0, 0.0], [0.0, 0.0, 0.0], [0.0, 0.0, 0.0], [0.0, 0.0, 0.0], [0.0, 0.1, 0.1], [0.0, -0.1, 0.0], [0.0, 0.0, -0.1], [0.1, -0.1, 0.1], [-0.5, -0.3, 0.3], [0.0, 0.1, -0.1], [0.1, 0.1, 0.0], [-0.1, -0.1, 0.0], [0.1, 0.0, 0.1], [0.0, 0.0, 0.0], [0.0, 0.0, 0.0], [0.1, 0.0, 0.0], [0.0, 0.0, 0.0], [0.1, 0.0, 0.0], [0.0, 0.0, 0.0], [0.0, 0.0, 0.0], [0.0, 0.0, 0.0], [0.0, 0.0, 0.0], [-0.1, 0.0, 0.0], [0.0, 0.0, 0.0], [0.0, 0.0, 0.0], [-0.1, -0.3, -0.2], [0.1, -0.5, 0.1], [0.0, 0.1, 0.1], [0.0, 0.0, 0.1]],
  "multiplicity": 5,
  "total_charge": 1,
  "homo_lumo_gap_ev": [6.897, 6.651],
  "largest_force_ev_per_a": 1.2
}

# 2
{
  "formula": "C24H26BClMoN6O6S2",
  "method": "the ωB97M-V functional and the def2-TZVPD basis",
  "elements": ["Mo", "O", "C", "C", "C", "C", "C", "C", "C", "N", "C", "C", "N", "C", "C", "C", "C", "C", "C", "C", "O", "H", "H", "H", "H", "H", "H", "H", "H", "H", "H", "H", "H", "H", "H", "C", "N", "C", "C", "N", "B", "N", "C", "C", "N", "C", "C", "S", "C", "S", "H", "H", "H", "H", "H", "H", "H", "H", "H", "H", "H", "H", "O", "Cl", "O", "O", "O"],
  "coordinates": [[-0.766, 0.232, 0.077], [-2.632, -0.021, 0.358], [-3.320, -0.953, 0.979], [-4.605, -1.294, 0.546], [-5.292, -2.265, 1.227], [-4.747, -2.903, 2.360], [-3.500, -2.549, 2.798], [-2.755, -1.577, 2.106], [-1.526, -1.077, 2.666], [-0.690, -0.260, 2.123], [-0.185, 0.819, 3.026], [-0.813, 2.089, 2.443], [-0.321, 2.094, 1.044], [0.687, 2.866, 0.802], [1.717, 2.658, -0.174], [2.635, 3.683, -0.459], [3.682, 3.445, -1.311], [3.848, 2.162, -1.866], [2.985, 1.131, -1.576], [1.908, 1.389, -0.738], [1.042, 0.428, -0.441], [-5.013, -0.797, -0.322], [-6.283, -2.546, 0.889], [-5.315, -3.659, 2.884], [-3.071, -3.016, 3.679], [-1.350, -1.321, 3.717], [0.900, 0.897, 2.976], [-0.492, 0.650, 4.056], [-0.497, 2.978, 2.987], [-1.899, 2.006, 2.462], [0.823, 3.720, 1.469], [2.491, 4.664, -0.018], [4.376, 4.237, -1.556], [4.677, 1.977, -2.538], [3.100, 0.135, -1.982], [-1.747, -1.769, -3.548], [-0.746, -2.737, -3.125], [-0.171, -3.659, -3.977], [0.603, -4.458, -3.213], [0.509, -4.030, -1.908], [1.169, -4.926, -0.753], [1.395, -4.104, 0.530], [0.651, -4.220, 1.693], [1.066, -3.282, 2.562], [2.082, -2.573, 1.919], [2.804, -1.438, 2.443], [2.284, -3.077, 0.666], [3.437, -2.520, -0.434], [-0.304, -2.983, -1.871], [-0.849, -2.254, -0.391], [-1.311, -1.042, -4.225], [-2.133, -1.257, -2.675], [-2.558, -2.297, -4.049], [-0.363, -3.652, -5.036], [1.216, -5.302, -3.475], [2.218, -5.328, -1.199], [0.380, -5.825, -0.502], [-0.110, -4.974, 1.797], [0.758, -3.061, 3.570], [2.570, -1.335, 3.503], [2.529, -0.526, 1.907], [3.874, -1.586, 2.310], [-0.131, 2.639, -2.453], [-0.747, 1.430, -2.949], [-1.516, 1.665, -4.133], [0.222, 0.382, -3.157], [-1.708, 0.943, -1.846]],
  "atomic_forces_ev_per_a": [[-0.1, -0.6, -1.1], [-1.5, 0.5, 0.1], [0.5, 0.1, 0.0], [0.0, 0.0, 0.1], [-0.1, -0.2, 0.2], [-0.1, 0.1, -0.1], [0.0, -0.1, 0.1], [0.5, -0.2, 0.1], [-0.7, -0.7, 0.5], [0.1, 1.0, 0.0], [0.1, -0.3, -0.3], [0.1, -0.1, -0.4], [-0.1, -0.2, 0.6], [0.4, 0.2, -0.2], [-0.2, 0.3, 0.2], [0.0, 0.1, 0.0], [0.0, -0.1, -0.1], [0.1, 0.1, 0.0], [0.2, 0.0, -0.1], [-0.7, -0.1, 0.2], [1.0, -0.3, -0.2], [0.0, 0.0, 0.0], [0.0, 0.0, 0.0], [0.0, 0.0, 0.0], [0.0, 0.0, 0.0], [-0.2, 0.1, 0.0], [0.1, -0.1, 0.0], [-0.1, -0.1, 0.0], [0.0, 0.1, 0.0], [-0.1, 0.0, 0.0], [0.1, 0.0, 0.0], [0.0, 0.0, 0.0], [0.0, 0.0, 0.0], [0.0, 0.0, 0.0], [0.0, 0.0, 0.0], [0.0, -0.2, 0.0], [0.0, 0.1, -0.2], [-0.1, 0.2, 0.1], [0.1, 0.0, 0.2], [0.4, -0.4, 0.0], [0.0, -0.2, 0.1], [0.0, 0.1, 0.1], [0.2, -0.1, -0.4], [0.3, 0.3, 0.0], [-0.1, 0.1, 0.1], [-0.1, -0.1, 0.0], [-0.2, -0.3, 0.1], [-0.2, 0.0, 0.1], [0.0, 0.2, 0.0], [-0.3, 0.4, 0.0], [0.0, 0.0, 0.0], [0.0, 0.0, 0.0], [0.0, 0.0, 0.0], [0.0, 0.0, 0.0], [0.0, 0.1, 0.0], [-0.2, 0.0, 0.0], [0.1, 0.2, 0.0], [0.0, 0.0, -0.1], [0.1, 0.0, 0.0], [0.0, 0.0, 0.0], [0.0, 0.0, 0.0], [0.0, 0.0, 0.0], [-0.4, -0.7, -0.3], [0.4, 0.2, 0.0], [0.1, -0.1, 0.8], [-0.4, 0.7, 0.1], [1.1, 0.1, 0.0]],
  "e_above_lowest_kcal_mol": 77.3,
  "multiplicity": 3,
  "homo_lumo_gap_ev": [5.172, 5.072],
  "largest_force_ev_per_a": 1.6
}

# 3
{
  "formula": "C24H26BaN4Si",
  "method": "the ωB97M-V functional and the def2-TZVPD basis",
  "elements": ["C", "C", "C", "H", "C", "C", "H", "H", "H", "H", "Ba", "C", "H", "H", "H", "Si", "C", "C", "H", "C", "H", "C", "H", "C", "H", "C", "H", "C", "C", "H", "C", "H", "C", "H", "C", "H", "C", "H", "H", "H", "N", "C", "C", "N", "C", "C", "N", "C", "C", "N", "H", "H", "H", "H", "H", "H"],
  "coordinates": [[3.317, -1.376, 3.202], [1.900, -1.463, 3.353], [1.361, -1.995, 2.147], [1.351, -1.210, 4.260], [2.439, -2.238, 1.249], [3.639, -1.849, 1.902], [4.647, -1.983, 1.507], [4.019, -1.067, 3.973], [0.317, -2.253, 1.959], [2.379, -2.721, 0.275], [2.298, 0.815, 1.484], [-1.157, 0.302, -1.733], [-0.799, -0.713, -1.914], [-0.445, 0.929, -1.178], [-1.782, 0.314, -0.484], [-3.069, 0.247, -1.232], [-4.075, 1.253, -0.062], [-4.285, 0.781, 1.246], [-3.820, -0.153, 1.568], [-5.115, 1.520, 2.097], [-5.285, 1.156, 3.105], [-5.751, 2.682, 1.646], [-6.390, 3.258, 2.318], [-5.564, 3.110, 0.324], [-6.091, 3.986, -0.042], [-4.737, 2.397, -0.547], [-4.598, 2.675, -1.596], [-3.621, -1.494, -1.483], [-4.964, -1.809, -1.199], [-5.673, -1.014, -0.939], [-5.392, -3.137, -1.295], [-6.420, -3.399, -1.057], [-4.509, -4.142, -1.708], [-4.834, -5.181, -1.766], [-3.206, -3.803, -2.091], [-2.526, -4.563, -2.468], [-2.766, -2.478, -2.017], [-1.787, -2.192, -2.403], [-1.138, 0.876, -2.640], [-2.964, 1.065, -2.529], [6.755, 1.447, 0.535], [7.137, 1.120, 1.827], [5.983, 0.867, 2.504], [4.895, 1.037, 1.658], [5.404, 1.377, 0.450], [4.665, 1.624, -0.791], [3.352, 1.379, -1.013], [3.118, 1.746, -2.335], [4.274, 2.201, -2.907], [5.243, 2.121, -1.918], [7.396, 1.678, -0.221], [8.171, 1.122, 2.142], [5.845, 0.578, 3.538], [2.143, 1.653, -2.791], [4.484, 2.554, -3.904], [6.231, 2.362, -2.010]],
  "atomic_forces_ev_per_a": [[-0.6, -0.1, -0.3], [0.3, -0.1, -0.4], [0.3, 0.1, 0.1], [0.1, -0.1, -0.3], [0.1, 0.3, 0.6], [-0.1, -0.1, 0.0], [-0.3, 0.1, 0.1], [-0.1, -0.1, -0.2], [0.4, 0.2, 0.1], [-0.1, 0.2, 0.2], [-1.5, -1.2, 0.2], [3.7, 0.4, -1.9], [0.4, 0.0, 0.4], [-0.3, -0.8, 0.3], [-0.3, -0.6, 3.5], [0.3, 0.8, -0.8], [-1.2, -0.1, -0.3], [-0.6, 1.0, -0.2], [0.0, 0.3, 0.0], [0.1, -0.3, -0.3], [0.0, 0.1, 0.0], [0.3, 0.0, -0.4], [0.2, -0.2, -0.2], [0.0, 0.0, 0.1], [0.0, 0.0, 0.1], [0.1, -0.4, 0.9], [-0.1, 0.1, 0.4], [-0.2, -0.1, -0.3], [0.3, -0.6, -0.2], [0.3, -0.4, 0.1], [0.1, 0.0, -0.1], [0.1, 0.1, 0.0], [0.2, 0.4, 0.0], [0.0, 0.3, 0.0], [0.0, 0.4, -0.1], [-0.2, 0.0, 0.0], [-0.8, -0.3, 0.3], [-0.2, -0.3, 0.3], [-0.1, 0.3, -1.7], [-1.8, 0.2, 0.1], [0.4, 0.0, -0.1], [-0.2, 0.1, -0.2], [-0.5, 0.2, -0.6], [1.5, 0.6, -1.4], [-0.1, -0.3, 1.5], [-1.4, -0.1, -0.7], [1.7, 0.6, -0.3], [0.5, -0.1, 0.6], [0.0, -0.2, 0.5], [0.3, 0.0, 0.0], [-0.3, -0.2, 0.5], [-0.2, 0.0, -0.1], [0.0, 0.1, -0.3], [0.0, 0.0, 0.2], [0.0, 0.0, 0.2], [-0.8, 0.0, -0.2]],
  "e_above_lowest_kcal_mol": 67.9,
  "homo_lumo_gap_ev": 2.538,
  "largest_force_ev_per_a": 4.2
}

# 4
{
  "formula": "C24H26Cl2F6IrN4O2P3",
  "method": "the ωB97M-V functional and the def2-TZVPD basis",
  "elements": ["Ir", "Cl", "C", "C", "C", "N", "C", "O", "C", "C", "C", "C", "C", "N", "C", "C", "C", "Cl", "N", "C", "O", "C", "C", "C", "C", "C", "N", "H", "H", "H", "H", "H", "H", "H", "H", "H", "H", "C", "P", "C", "C", "C", "P", "C", "C", "H", "H", "H", "H", "H", "H", "H", "H", "H", "H", "H", "H", "H", "H", "H", "H", "F", "P", "F", "F", "F", "F", "F"],
  "coordinates": [[-0.175, -0.219, -0.230], [-3.632, -6.073, 0.746], [-3.229, -4.551, 0.183], [-1.925, -4.046, 0.495], [-1.552, -2.795, 0.059], [-0.340, -2.220, 0.287], [0.416, -2.628, 1.449], [1.164, -3.558, 1.427], [0.074, -1.719, 2.565], [0.394, -2.013, 3.872], [-0.088, -1.162, 4.863], [-0.860, -0.081, 4.491], [-1.110, 0.151, 3.140], [-0.652, -0.647, 2.189], [-2.472, -1.991, -0.706], [-3.756, -2.511, -0.999], [-4.126, -3.774, -0.571], [-5.675, -4.365, -0.945], [-1.982, -0.809, -1.098], [-2.547, -0.140, -2.221], [-3.722, 0.033, -2.366], [-1.514, 0.229, -3.235], [-1.930, 0.638, -4.489], [-0.963, 0.932, -5.440], [0.369, 0.811, -5.085], [0.689, 0.405, -3.795], [-0.229, 0.109, -2.881], [-1.236, -4.681, 1.035], [0.986, -2.889, 4.100], [0.139, -1.347, 5.904], [-1.249, 0.609, 5.225], [-1.690, 1.007, 2.833], [-4.467, -1.903, -1.539], [-2.988, 0.714, -4.699], [-1.246, 1.246, -6.435], [1.160, 1.028, -5.790], [1.726, 0.332, -3.496], [2.760, -1.343, -1.465], [2.185, -0.155, -0.220], [3.107, -0.687, 1.235], [2.700, 1.511, -0.782], [1.693, 2.651, -0.588], [-0.074, 2.157, -0.451], [-0.863, 2.957, -1.881], [-0.887, 3.057, 0.895], [3.833, -1.207, -1.613], [2.245, -1.239, -2.414], [2.591, -2.353, -1.088], [4.133, -0.344, 1.081], [3.101, -1.775, 1.278], [2.734, -0.258, 2.158], [2.948, 1.389, -1.839], [3.628, 1.750, -0.259], [1.764, 3.347, -1.426], [1.927, 3.202, 0.320], [-0.767, 4.032, -1.707], [-1.926, 2.724, -1.936], [-0.380, 2.716, -2.823], [-0.302, 3.945, 1.136], [-0.944, 2.462, 1.797], [-1.883, 3.352, 0.566], [1.297, 1.492, 1.833], [2.165, 2.322, 3.082], [0.790, 2.332, 3.918], [2.971, 3.050, 4.208], [2.513, 0.856, 3.670], [3.444, 2.229, 2.098], [1.737, 3.705, 2.373]],
  "atomic_forces_ev_per_a": [[0.0, 0.3, 0.6], [0.0, 0.0, 0.0], [0.0, 0.0, 0.0], [0.0, 0.1, -0.1], [-0.1, -0.1, 0.1], [0.1, 0.0, -0.3], [0.0, -0.1, -0.1], [-0.1, 0.0, 0.1], [0.1, 0.0, 0.1], [0.0, 0.0, -0.1], [0.0, 0.0, 0.0], [0.0, 0.0, 0.0], [0.0, 0.1, 0.1], [0.0, 0.1, 0.0], [0.1, 0.0, 0.0], [0.0, 0.0, 0.0], [0.0, 0.0, 0.0], [0.0, 0.0, 0.0], [0.0, -0.1, -0.2], [0.0, 0.0, -0.1], [0.0, 0.0, 0.0], [0.0, 0.0, 0.0], [0.0, 0.0, 0.0], [0.0, 0.0, 0.0], [0.0, 0.0, 0.0], [0.0, 0.1, 0.0], [0.1, -0.1, -0.1], [0.0, 0.0, 0.0], [0.0, 0.0, 0.0], [0.0, 0.0, 0.0], [0.0, 0.0, 0.0], [0.0, 0.0, 0.0], [0.0, 0.0, 0.0], [0.0, 0.0, 0.0], [0.0, 0.0, 0.0], [0.0, 0.0, 0.0], [0.0, 0.0, 0.0], [0.0, 0.0, 0.0], [0.1, 0.0, -0.3], [-0.1, -0.1, 0.0], [0.0, 0.0, 0.0], [0.0, 0.0, 0.0], [0.1, -0.1, 0.0], [0.0, 0.0, 0.0], [0.0, 0.0, 0.0], [0.0, 0.0, 0.0], [0.0, 0.0, 0.0], [0.0, 0.0, 0.0], [0.0, 0.0, 0.0], [0.0, 0.0, 0.0], [0.0, -0.1, -0.1], [0.0, 0.0, 0.0], [0.0, 0.0, 0.0], [0.0, 0.0, 0.0], [0.0, 0.0, -0.1], [0.0, 0.0, 0.0], [0.0, 0.0, 0.0], [0.0, 0.0, 0.0], [0.0, 0.0, 0.0], [0.1, 0.0, 0.0], [0.0, 0.0, 0.0], [-0.1, 0.0, 0.2], [-0.1, 0.1, 0.0], [0.0, 0.0, -0.1], [0.0, 0.0, 0.0], [-0.1, 0.1, 0.2], [0.0, 0.0, 0.0], [0.0, -0.1, 0.0]],
  "e_above_lowest_kcal_mol": 12.0,
  "multiplicity": 5,
  "total_charge": 2,
  "homo_lumo_gap_ev": [8.160, 5.608],
  "largest_force_ev_per_a": 0.7
}